Entry from the OMol25 dataset: C11H32AgN6O7 as an isolated structure at a distorted geometry (the ωB97M-V functional and the def2-TZVPD basis).

Values from the calculation:
Molar mass = 468.28 g mol⁻¹
2S+1 = 2
LUMO level (spin up / spin down) = 0.0177 / -0.0323 Ha
HOMO level (spin up / spin down) = -6.86 / -6.58 eV

Positions of all 57 atoms, in Å:
Ag: 6.387 50.822 -5.151
O: 5.065 48.962 -4.495
O: 6.376 49.864 -7.330
O: 6.162 52.120 -3.214
O: 8.186 49.618 -4.394
O: 4.869 52.419 -5.774
O: 7.963 52.242 -5.983
O: 3.646 49.537 -8.737
N: 9.171 47.657 -3.794
N: 7.177 48.308 -2.820
N: 5.207 51.880 -1.177
N: 4.373 54.433 -4.884
N: 7.240 52.927 -1.363
N: 3.227 53.617 -6.719
C: 6.224 52.308 -1.996
C: 4.169 53.434 -5.777
C: 2.813 49.660 -3.735
C: 4.246 48.843 -7.648
C: 7.425 52.822 -8.242
C: 5.729 48.688 -7.773
C: 8.066 54.580 -6.588
C: 4.159 47.740 -2.590
C: 3.925 48.560 -3.845
C: 8.301 53.102 -6.972
C: 8.161 48.572 -3.742
H: 6.286 48.623 -3.262
H: 5.950 48.521 -8.839
H: 3.815 55.264 -4.891
H: 3.147 50.679 -3.549
H: 7.200 47.364 -2.479
H: 9.970 47.854 -4.371
H: 8.094 53.028 -1.881
H: 2.163 49.537 -4.603
H: 3.974 49.411 -6.751
H: 6.950 53.301 -0.480
H: 4.636 46.765 -2.735
H: 2.115 49.332 -2.952
H: 3.221 52.766 -7.269
H: 5.344 51.883 -0.185
H: 8.804 54.970 -5.877
H: 7.083 54.726 -6.139
H: 3.734 47.902 -7.415
H: 2.905 50.087 -8.496
H: 3.410 47.827 -4.507
H: 2.533 54.329 -6.813
H: 7.948 53.353 -9.044
H: 4.792 48.298 -1.893
H: 6.378 53.028 -8.059
H: 7.248 49.922 -7.731
H: 8.218 55.309 -7.391
H: 5.040 54.259 -4.151
H: 6.080 47.741 -7.355
H: 3.201 47.428 -2.158
H: 9.248 47.007 -3.038
H: 9.354 52.984 -7.267
H: 4.370 51.520 -1.598
H: 7.612 51.811 -8.611

These are the Mulliken partial charges, in e, on atoms 1 to 4: Ag 1.83; O -0.86; O -0.30; O -0.49